10
Properties=species:S:1:pos:R:3:forces:R:3 method="wB97M-V/def2-TZVPD" max_force_ev_per_a=3.6 gap_ev=11.11 homo_ev=-10.734 smiles="NC(=O)O.O" relative_energy_kcal_mol=18.0
N -0.046 -0.313 -0.970 2.373 1.567 1.464
C -0.955 0.056 0.011 0.661 -3.066 -0.877
O -2.239 -0.314 -0.203 -1.137 -0.946 -1.570
O -0.642 0.370 1.125 0.054 1.148 0.472
H -0.274 -0.513 -1.909 -0.641 0.004 -0.728
H 0.983 0.001 -0.818 -2.521 -0.646 -0.040
H -2.417 -1.025 -0.908 0.925 1.805 1.362
H 1.150 0.196 1.312 0.933 0.758 -0.328
H 2.411 1.090 1.443 1.132 2.120 1.830
O 2.027 0.453 0.917 -1.780 -2.743 -1.586



10
Properties=species:S:1:pos:R:3:forces:R:3 method="wB97M-V/def2-TZVPD" max_force_ev_per_a=0.9 gap_ev=11.29 homo_ev=-10.792 smiles="NC(=O)O.O" relative_energy_kcal_mol=9.0
N 0.888 -0.826 0.319 -0.045 -0.221 -0.234
C -0.358 -0.615 -0.212 0.193 -0.741 0.426
O -0.784 -1.657 -1.007 0.125 0.466 0.522
O -1.056 0.314 0.067 -0.348 0.381 -0.335
H 1.503 -1.466 -0.153 0.099 0.069 -0.058
H 1.330 -0.031 0.744 0.025 0.286 0.053
H -0.350 -2.443 -0.649 -0.091 -0.157 -0.347
H 0.082 1.978 1.054 -0.544 -0.127 -0.192
H 0.693 3.048 0.121 -0.003 -0.496 0.391
O 0.912 2.361 0.773 0.588 0.541 -0.227



10
Properties=species:S:1:pos:R:3:forces:R:3 method="wB97M-V/def2-TZVPD" max_force_ev_per_a=1.0 gap_ev=11.33 homo_ev=-10.625 smiles="NC(=O)O.O" relative_energy_kcal_mol=0.0
N 0.964 0.665 -0.364 0.473 0.446 -0.191
C 0.377 -0.532 -0.303 -0.701 -0.193 0.687
O 1.193 -1.575 -0.543 -0.069 0.129 -0.391
O -0.788 -0.717 0.021 0.132 -0.180 0.007
H 1.813 0.800 -0.875 0.279 -0.161 0.105
H 0.487 1.478 -0.003 -0.340 -0.146 -0.155
H 0.595 -2.336 -0.493 0.201 -0.072 -0.035
H -1.480 0.775 0.846 0.302 0.412 -0.153
H -2.302 2.014 1.171 0.129 0.254 0.012
O -1.395 1.744 0.995 -0.408 -0.489 0.113



11
Properties=species:S:1:pos:R:3:forces:R:3 method="wB97M-V/def2-TZVPD" max_force_ev_per_a=5.0 gap_ev=11.20 homo_ev=-10.765 relative_energy_kcal_mol=59.8
C 0.357 -0.176 0.879 -1.076 -0.043 -0.170
H 1.490 -0.877 -0.525 1.605 -2.563 -1.228
H 1.973 0.576 0.153 0.548 -0.645 -1.116
H 0.186 0.845 1.337 0.618 -1.587 0.436
H 0.409 -1.191 1.506 0.300 2.598 -1.059
H -0.415 1.410 -1.510 -2.103 -0.886 2.811
N 1.249 0.027 -0.331 0.121 3.046 3.960
O -1.112 1.255 -0.717 2.605 -0.606 -2.709
O -2.401 -0.255 0.460 1.921 -1.152 0.141
O -0.667 -1.320 -1.132 -1.693 2.084 2.081
S -1.069 -0.293 -0.122 -2.845 -0.247 -3.148



12
Properties=species:S:1:pos:R:3:forces:R:3 method="wB97M-V/def2-TZVPD" max_force_ev_per_a=3.0 gap_ev=8.71 homo_ev=-9.631 smiles="CS(=O)(=O)N(O)S" relative_energy_kcal_mol=46.5
C -1.291 -1.087 -0.247 1.612 0.944 2.237
N -0.016 1.164 0.332 2.470 -0.068 1.755
O 1.167 -0.366 -1.360 -1.074 0.325 -0.014
O 1.074 -1.171 0.918 0.014 -0.106 1.138
O -0.068 1.829 -0.834 -0.037 0.085 -2.469
S 1.704 1.705 1.477 -2.009 -0.383 -1.465
S 0.435 -0.424 -0.106 -0.597 -2.134 -0.809
H -1.337 -1.964 -0.833 0.120 -1.011 -0.420
H -1.653 -1.164 0.817 0.545 -0.325 -1.125
H -1.814 -0.292 -0.665 -1.147 1.236 -1.070
H 0.304 1.225 -1.609 -0.176 1.336 1.949
H 1.496 0.545 2.110 0.279 0.098 0.293



12
Properties=species:S:1:pos:R:3:forces:R:3 method="wB97M-V/def2-TZVPD" max_force_ev_per_a=2.7 gap_ev=10.94 homo_ev=-10.117 relative_energy_kcal_mol=82.7
C 3.006 -0.434 0.371 2.546 -0.806 -0.597
N -2.792 -0.667 -1.193 -0.587 1.089 2.003
O -0.936 -0.817 0.737 0.662 -0.722 0.124
O -0.656 1.688 0.326 -0.537 -0.418 -1.069
O 1.948 -0.073 -0.033 -0.108 0.039 0.233
O -2.600 0.550 -0.372 -1.394 0.069 -0.563
S -1.567 0.458 0.901 0.042 0.947 -0.035
H 3.775 -1.054 -0.272 -1.405 0.682 0.620
H 3.502 -0.185 1.356 -0.978 0.092 -0.301
H -2.765 -1.399 -0.459 0.285 0.069 -0.974
H -1.919 -0.607 -1.657 0.973 -1.080 -0.779
H -0.851 1.731 -0.657 0.502 0.041 1.337



12
Properties=species:S:1:pos:R:3:forces:R:3 method="wB97M-V/def2-TZVPD" max_force_ev_per_a=5.0 gap_ev=11.10 homo_ev=-10.810 smiles="O=S(=O)(O)O.C=N" relative_energy_kcal_mol=36.5
C -0.204 -0.636 0.993 2.485 -1.668 0.517
N -0.494 0.556 1.066 -2.310 2.791 2.443
O -0.765 0.433 -3.345 0.828 0.182 0.235
O -0.301 1.584 -1.249 0.131 -0.185 -4.951
O 1.145 -0.309 -1.953 1.191 -0.438 0.314
O -1.111 -0.729 -1.239 0.594 -0.425 -0.630
S -0.331 0.183 -2.014 -2.503 1.432 -0.424
H -0.781 -1.408 1.502 0.368 -0.345 -0.385
H 0.812 -0.746 0.553 -0.935 -1.264 0.003
H -1.352 0.651 1.668 0.735 0.402 -1.060
H -0.155 1.381 -0.361 0.258 -0.503 4.096
H 1.878 0.318 -2.116 -0.842 0.021 -0.159



9
Properties=species:S:1:pos:R:3:forces:R:3 method="wB97M-V/def2-TZVPD" max_force_ev_per_a=4.4 gap_ev="6.64 / 6.64" homo_ev="-1.803 / -1.807" total_charge=-1 relative_energy_kcal_mol=108.7
C 1.468 -0.058 0.004 -2.112 -0.802 -1.207
N -0.414 0.601 -0.465 3.694 2.368 0.153
O -0.699 1.731 0.180 -0.028 -0.645 -0.305
P -1.250 -0.753 -0.047 0.590 -2.500 -1.923
H 1.781 -0.614 -0.923 -0.192 0.704 0.883
H 2.158 0.721 0.336 -0.463 -0.025 -0.023
H 1.086 -0.781 0.735 0.862 0.324 0.202
H -2.280 -0.403 -0.917 -1.029 -0.137 0.060
H -1.849 -0.443 1.097 -1.323 0.712 2.162



9
Properties=species:S:1:pos:R:3:forces:R:3 method="wB97M-V/def2-TZVPD" max_force_ev_per_a=3.4 gap_ev=9.85 homo_ev=-9.636 smiles="C[S@H](=N)=O" relative_energy_kcal_mol=80.9
C -0.449 -0.696 0.843 -0.055 -0.153 0.100
N 0.203 1.662 -0.511 0.537 -1.556 1.122
O 0.374 -0.502 -1.823 -0.576 -1.211 -0.139
S 0.455 0.140 -0.543 2.540 1.509 0.490
H -0.200 -0.020 1.706 -0.119 -1.162 -0.595
H -1.517 -0.626 0.663 -0.209 0.831 -0.435
H -0.405 -1.819 0.960 1.187 1.296 -0.033
H -0.479 1.951 -1.204 -0.013 -0.194 -0.138
H 2.018 -0.090 -0.091 -3.292 0.640 -0.372



9
Properties=species:S:1:pos:R:3:forces:R:3 method="wB97M-V/def2-TZVPD" max_force_ev_per_a=2.5 gap_ev=10.75 homo_ev=-10.037 smiles="NC=O.S" relative_energy_kcal_mol=10.2
S -0.576 1.646 2.550 -0.285 -1.440 1.681
H 0.071 2.732 2.314 0.774 1.356 -0.444
H -1.100 1.566 1.370 -0.508 0.088 -1.236
C -0.138 -0.530 -1.268 -0.779 -1.542 -1.515
N 0.835 -1.387 -0.798 -0.910 1.025 0.619
O -0.549 -0.529 -2.436 1.073 0.600 2.135
H -0.604 0.041 -0.441 0.099 0.147 -0.382
H 1.311 -1.935 -1.509 -0.212 -0.231 0.725
H 0.751 -1.603 0.219 0.748 -0.003 -1.582



9
Properties=species:S:1:pos:R:3:forces:R:3 method="wB97M-V/def2-TZVPD" max_force_ev_per_a=4.3 gap_ev=10.05 homo_ev=-9.268 relative_energy_kcal_mol=47.7
C -0.721 -1.040 0.163 -2.633 -0.266 3.447
N 0.390 1.460 -0.190 -0.854 -0.839 2.117
O 1.782 -0.605 -0.448 1.754 -0.617 -0.690
S 0.877 -0.027 0.518 -2.471 -0.477 -0.879
H -1.415 -0.406 -0.332 -0.109 0.826 -1.190
H -1.397 -1.092 1.168 2.009 0.101 -1.593
H 0.783 1.569 -1.084 0.606 0.014 -1.356
H 0.603 2.226 0.428 0.097 0.173 0.014
H -0.900 -2.087 -0.223 1.600 1.084 0.128



9
Properties=species:S:1:pos:R:3:forces:R:3 method="wB97M-V/def2-TZVPD" max_force_ev_per_a=3.3 gap_ev="8.25 / 8.12" homo_ev="-7.406 / -9.936" multiplicity=3 relative_energy_kcal_mol=18.7
C -0.621 1.108 -0.510 0.453 -0.100 0.545
N 0.708 -1.671 -0.194 -0.239 -1.198 -0.863
O -0.431 0.240 1.965 -1.553 -0.716 2.202
S 0.441 0.476 0.832 0.922 2.488 -1.990
H 0.009 1.629 -1.223 0.064 0.073 -0.125
H -1.350 1.784 -0.075 -0.013 0.106 0.057
H -1.114 0.269 -0.983 -0.060 -0.216 -0.085
H 1.688 -1.597 -0.459 0.258 -0.181 0.089
H 0.669 -2.240 0.647 0.168 -0.255 0.169